Entry 1:
3 unconnected molecules or ions with the total composition C18H39BNO9P2. Source: the Open Molecules 2025 dataset; level of theory: wB97M-V/def2-TZVPD.

## Properties
* LUMO: 2.23 eV
* multiplicity: 1
* molecular weight: 486.27 g mol⁻¹
* DFT total energy: -58467.0487 eV
* frontier orbital gap: 6.31 eV
* total charge: -1
* largest force on an atom: 1.813 eV/A

Each line ends with the natural charge from an NBO analysis.
Positions of all 70 atoms, in Å:
P: -3.764 1.273 -2.397  0.423
P: -4.378 2.961 -1.046  1.115
O: -3.632 2.021 0.264  -0.801
O: -0.179 2.109 -0.393  -0.756
O: 7.410 -1.980 -1.794  -0.553
O: -0.911 0.587 1.263  -0.946
O: -2.845 3.821 -1.134  -0.802
O: 0.937 -1.684 4.682  -0.559
O: -2.652 2.661 2.265  -0.522
O: 5.903 -0.757 0.419  -0.552
O: 2.264 -3.171 2.520  -0.553
N: -3.783 0.819 3.388  -0.483
C: 6.068 -2.293 -1.450  -0.089
C: -3.950 -0.293 -1.436  -0.685
C: -2.374 3.968 0.163  -0.101
C: 5.352 -1.111 -0.841  -0.091
C: 1.738 -3.750 3.702  -0.085
C: 8.355 -2.465 -0.860  -0.252
C: -3.273 1.665 2.809  0.589
C: 6.749 0.376 0.363  -0.253
C: -5.355 2.383 -4.470  -0.604
C: -0.158 1.505 -1.690  -0.244
C: -5.011 1.084 -3.752  -0.706
C: -4.010 -1.507 -2.376  -0.609
C: -6.075 2.188 -0.767  -0.320
C: -2.481 2.574 0.775  0.180
C: 3.432 -2.402 2.735  -0.253
C: -7.194 1.760 -0.600  -0.339
C: 0.556 -2.968 4.229  -0.086
C: 0.640 -0.646 3.752  -0.258
B: -1.142 1.718 0.488  1.205
H: 5.553 -2.580 -2.373  0.185
H: -1.517 -0.128 1.037  0.508
H: 0.130 -3.504 5.085  0.176
H: 8.087 -2.192 0.163  0.179
H: 9.317 -2.018 -1.105  0.187
H: 5.375 -0.258 -1.524  0.177
H: -5.933 0.602 -3.423  0.206
H: -5.900 3.049 -3.812  0.219
H: 3.638 -1.849 1.821  0.195
H: -4.859 -0.261 -0.838  0.226
H: -3.903 -2.423 -1.801  0.197
H: 3.302 -1.691 3.555  0.181
H: 6.035 -3.145 -0.765  0.175
H: -0.333 0.433 -1.618  0.165
H: 8.445 -3.555 -0.932  0.164
H: -4.480 2.879 -4.880  0.202
H: 4.287 -3.055 2.951  0.157
H: 7.493 0.284 -0.432  0.175
H: -8.206 1.653 -0.284  0.213
H: -3.090 -0.420 -0.788  0.196
H: -3.202 -1.442 -3.104  0.195
H: -2.939 4.691 0.765  0.168
H: 1.132 0.258 4.105  0.186
H: -4.955 -1.537 -2.910  0.201
H: 6.163 1.288 0.207  0.171
H: -1.362 4.366 0.128  0.188
H: 7.261 0.450 1.321  0.188
H: -4.818 3.972 -0.131  -0.142
H: -4.559 0.404 -4.473  0.208
H: 4.304 -1.381 -0.675  0.192
H: 2.511 -3.826 4.473  0.167
H: -0.912 1.943 -2.332  0.218
H: -0.218 -2.893 3.459  0.179
H: -6.021 2.152 -5.303  0.189
H: 1.008 -0.880 2.752  0.182
H: -4.866 3.697 -2.169  -0.122
H: -0.436 -0.465 3.707  0.191
H: 0.820 1.699 -2.119  0.171
H: 1.409 -4.764 3.449  0.176


Entry 2:
A gas-phase ion, C4H11N2S (charge +1). Source: the Open Molecules 2025 dataset; level of theory: wB97M-V/def2-TZVPD.

## Properties
* LUMO (alpha / beta): -2.94 / -6.63 eV
* multiplicity: 3
* molecular weight: 119.21 g mol⁻¹
* DFT total energy: -18129.7810 eV
* ⟨S²⟩: 2.01
* frontier orbital gap (alpha / beta): 7.06 / 7.51 eV
* total charge: +1
* largest force on an atom: 4.206 eV/A
* energy relative to the best compared isomer or geometry (same formula, charge and spin): 205.6 kJ/mol

Each line ends with the natural charge from an NBO analysis.
Positions of all 18 atoms, in Å:
S: -2.019 0.008 1.004  0.514
N: 0.510 0.241 -0.094  -0.393
N: -1.773 0.813 -0.527  -0.758
C: -0.212 -2.070 -0.361  -0.684
C: 1.527 0.929 0.829  -0.406
C: -0.128 -0.900 0.576  -0.188
C: -0.480 1.397 -0.626  -0.078
H: 2.518 0.633 0.690  0.240
H: 0.164 -1.075 1.627  0.233
H: 0.353 -1.932 -1.336  0.218
H: -0.356 2.290 0.137  0.226
H: 1.310 0.688 1.913  0.243
H: -0.163 1.694 -1.720  0.256
H: -1.187 -2.216 -0.767  0.235
H: 1.353 2.016 0.579  0.218
H: 0.014 -3.009 0.248  0.264
H: 0.949 -0.131 -0.861  0.419
H: -2.379 0.623 -1.310  0.443


Entry 3:
A molecular structure, C26H20Cl2IN2O4PPd. Source: the Open Molecules 2025 dataset; level of theory: wB97M-V/def2-TZVPD.

## Properties
* LUMO (alpha / beta): 0.31 / -0.52 eV
* multiplicity: 3
* molecular weight: 759.66 g mol⁻¹
* DFT total energy: -84373.0752 eV
* ⟨S²⟩: 2.01
* frontier orbital gap (alpha / beta): 8.19 / 8.24 eV
* largest force on an atom: 0.233 eV/A
* energy relative to the best compared isomer or geometry (same formula, charge and spin): 0.0 kJ/mol

Each line ends with the natural charge from an NBO analysis.
Positions of all 57 atoms, in Å:
I: 7.608 2.477 1.227  0.146
Pd: -0.118 -1.710 0.050  1.084
Cl: -1.742 -6.524 -1.047  -0.005
Cl: -0.505 -5.301 -3.395  -0.006
P: -0.984 0.430 -0.248  1.179
O: 1.463 -0.939 1.430  -0.718
O: 1.936 -1.242 -0.694  -0.707
O: -1.237 -2.737 -1.597  -0.737
O: -0.305 -4.103 -0.132  -0.702
N: -2.442 0.284 0.616  -0.902
N: -1.956 -1.893 1.289  -0.509
C: 0.567 3.021 2.502  -0.207
C: -2.294 2.091 -4.302  -0.183
C: 3.545 -0.100 0.644  -0.173
C: 3.863 0.423 1.890  -0.145
C: -1.700 2.491 -2.010  -0.185
C: -4.370 -2.111 2.602  -0.126
C: 1.107 2.198 -0.093  -0.230
C: -2.814 -0.874 1.287  0.407
C: 5.869 1.359 0.979  -0.142
C: 5.566 0.833 -0.270  -0.260
C: 1.960 3.084 0.542  -0.190
C: -0.025 1.720 0.569  -0.302
C: -1.551 -5.037 -1.982  -0.308
C: -1.474 1.126 -1.835  -0.430
C: -2.063 0.734 -4.133  -0.227
C: -2.113 2.971 -3.242  -0.216
C: 4.401 0.101 -0.433  -0.149
C: 2.252 -0.816 0.449  0.759
C: 5.027 1.154 2.064  -0.260
C: -3.470 -3.173 2.614  -0.292
C: -0.287 2.128 1.870  -0.213
C: -1.651 0.245 -2.901  -0.110
C: -2.280 -3.020 1.941  0.081
C: 1.689 3.498 1.841  -0.200
C: -0.971 -3.888 -1.153  0.736
C: -4.050 -0.949 1.938  -0.291
H: -5.322 -2.191 3.112  0.224
H: -3.689 -4.099 3.125  0.232
H: 5.277 1.567 3.032  0.225
H: -3.127 1.023 0.582  0.414
H: 1.333 1.864 -1.099  0.231
H: 2.361 4.184 2.338  0.219
H: -4.728 -0.108 1.911  0.220
H: -2.194 0.052 -4.963  0.222
H: 2.847 3.438 0.033  0.224
H: -1.537 3.180 -1.190  0.221
H: 0.360 3.338 3.516  0.217
H: -2.610 2.468 -5.266  0.218
H: -2.527 -4.756 -2.361  0.235
H: -1.465 -0.814 -2.763  0.248
H: -1.149 1.741 2.399  0.216
H: 6.233 0.994 -1.106  0.226
H: 4.137 -0.314 -1.396  0.241
H: -2.288 4.030 -3.380  0.219
H: -1.545 -3.812 1.884  0.241
H: 3.182 0.264 2.714  0.241


Entry 4:
C22H29FN6O3 in the gas phase. Source: the Open Molecules 2025 dataset; level of theory: wB97M-V/def2-TZVPD.

## Properties
* LUMO: 0.55 eV
* multiplicity: 1
* molecular weight: 444.51 g mol⁻¹
* DFT total energy: -41086.5792 eV
* frontier orbital gap: 8.20 eV
* largest force on an atom: 1.400 eV/A
* structure (SMILES): CCOCCn1c(CN2CCN(c3ccc(F)cc3)CC2)nc2c1c(=O)n(C)c(=O)n2C

Each line ends with the natural charge from an NBO analysis.
Positions of all 61 atoms, in Å:
F: -6.440 2.245 -0.834  -0.330
O: 0.559 -1.710 3.839  -0.632
O: -2.526 -4.112 1.500  -0.629
O: 4.167 -0.665 0.893  -0.553
N: -1.188 3.356 -2.157  -0.457
N: 0.225 -1.037 -0.716  -0.519
N: 1.279 -0.406 1.138  -0.308
N: -0.980 -2.902 2.631  -0.452
N: -1.278 -2.649 0.302  -0.410
N: 1.136 1.801 -1.555  -0.433
C: -2.488 3.023 -1.803  0.245
C: -0.250 3.765 -1.134  -0.201
C: 0.359 -1.367 1.502  -0.102
C: -4.482 1.659 -2.021  -0.250
C: 5.276 -2.853 0.872  -0.638
C: -3.162 1.919 -2.338  -0.290
C: -0.284 -1.723 0.328  0.363
C: 0.212 1.371 -2.593  -0.251
C: -5.149 2.502 -1.154  0.353
C: 0.436 2.539 -0.518  -0.247
C: 0.039 -1.956 2.764  0.657
C: 2.215 0.192 2.053  -0.244
C: 4.237 -1.923 0.252  -0.057
C: 1.946 0.714 -1.028  -0.266
C: -1.415 -3.592 3.835  -0.417
C: 1.170 -0.263 -0.204  0.408
C: -0.485 2.604 -3.173  -0.222
C: -4.521 3.608 -0.611  -0.261
C: -3.207 3.863 -0.941  -0.251
C: -1.654 -3.272 1.474  0.794
C: -1.954 -2.963 -0.938  -0.413
C: 3.504 -0.641 2.140  -0.071
H: 4.515 -1.690 -0.780  0.188
H: 4.169 -0.178 2.878  0.192
H: -0.531 0.661 -2.199  0.198
H: 2.379 0.185 -1.880  0.228
H: 0.507 4.401 -1.601  0.200
H: 5.337 -3.770 0.293  0.215
H: -2.738 4.747 -0.537  0.210
H: -2.474 -3.403 4.007  0.215
H: -1.267 -4.665 3.719  0.213
H: -0.750 4.329 -0.350  0.207
H: -0.332 1.923 -0.016  0.172
H: 3.252 -2.409 0.245  0.163
H: -1.167 2.328 -3.976  0.211
H: -0.821 -3.213 4.663  0.242
H: 0.787 0.870 -3.374  0.203
H: -4.992 0.804 -2.436  0.226
H: 2.453 1.204 1.722  0.211
H: -2.549 -3.859 -0.777  0.247
H: -5.064 4.262 0.052  0.228
H: -1.211 -3.124 -1.718  0.216
H: 3.252 -1.649 2.481  0.185
H: 1.165 2.866 0.228  0.199
H: 2.762 1.137 -0.439  0.224
H: -2.661 1.238 -3.007  0.214
H: 0.279 3.270 -3.589  0.202
H: 1.750 0.221 3.041  0.251
H: 5.012 -3.105 1.897  0.206
H: 6.249 -2.369 0.874  0.213
H: -2.604 -2.137 -1.229  0.206